# 1
Entry from the OMol25 dataset: an isolated molecule of C5H7NO (the ωB97M-V functional and the def2-TZVPD basis).

Results
HOMO-LUMO gap ... 0.411 hartree
Relative energy (zero: lowest compared OMol25 entry of this formula, charge and spin) ... 111.78 kJ/mol
LUMO ... 0.732 eV

Geometry as XYZ:
```
14
Properties=species:S:1:pos:R:3:forces:R:3:mulliken_charge:R:1
C -1.226 -1.288 0.290 -0.15 -0.10 -0.29 -1.418
C -0.451 0.038 0.200 0.01 0.03 -0.41 0.795
C -1.285 1.199 -0.171 -0.45 0.97 -0.18 0.055
N -1.866 2.178 -0.399 0.64 -1.36 0.17 -0.510
C 0.848 0.012 -0.650 -0.11 -0.16 0.29 -0.949
C 1.861 0.853 0.116 -0.24 0.20 0.60 0.115
O 1.542 1.393 1.154 0.98 0.07 -0.65 -0.485
H -2.292 -1.109 0.447 0.11 0.03 0.02 0.393
H -0.897 -1.968 1.095 0.17 0.52 -0.33 0.316
H -1.124 -1.815 -0.660 -0.13 -0.14 0.03 0.350
H -0.031 0.332 1.154 -0.58 -0.17 0.51 0.243
H 1.251 -1.008 -0.639 0.00 0.00 -0.09 0.346
H 0.756 0.295 -1.713 -0.04 0.05 0.52 0.369
H 2.913 0.887 -0.223 -0.21 0.07 -0.20 0.381
```
Positions in Å, forces in eV/Å.

=====

# 2
Entry from the OMol25 dataset: a cluster of 2 separate species, C28H25FNO7S3 in total (the ωB97M-V functional and the def2-TZVPD basis).

Results
HOMO-LUMO gap ... 0.217 hartree
LUMO ... 2.277 eV
Total charge ... -1

Geometry as XYZ:
```
65
Properties=species:S:1:pos:R:3:forces:R:3:mulliken_charge:R:1
C 5.084 4.261 -3.118 0.14 -0.56 0.50 -0.899
O 5.548 3.289 -2.155 -0.27 0.67 -0.19 -0.422
C 4.724 2.976 -1.116 -0.59 -0.30 0.32 0.803
C 5.266 2.098 -0.147 -0.07 0.52 -0.80 -0.493
C 4.462 1.627 0.862 -0.67 0.11 0.35 -0.364
C 3.118 2.034 0.965 0.27 0.41 -0.69 0.669
C 2.300 1.535 2.057 -0.75 -0.08 0.70 -0.406
N 1.097 1.956 2.220 -0.08 -0.23 0.72 -0.321
S 0.212 1.417 3.596 0.64 -0.37 -1.11 1.172
C -1.365 2.218 3.328 -0.13 -0.04 0.08 0.071
C -1.628 3.441 3.952 -0.04 -0.14 -0.19 -0.474
C -2.889 4.014 3.821 0.10 -0.19 -0.08 -0.597
C -3.892 3.370 3.089 0.22 -0.10 -0.03 0.985
C -5.249 4.009 2.979 -0.24 0.10 -0.03 -1.354
C -3.612 2.145 2.473 0.02 0.26 0.15 -0.829
C -2.354 1.560 2.593 0.24 0.15 0.10 -0.376
O 0.025 -0.005 3.494 -0.02 0.70 0.26 -0.560
O 0.809 2.006 4.768 -0.12 0.00 -0.11 -0.720
C 2.593 2.949 0.034 0.41 -0.16 0.09 -0.868
C 3.383 3.427 -1.007 0.75 -0.27 -0.08 -0.415
H 5.935 4.414 -3.783 -0.19 0.03 0.05 0.249
H 4.226 3.867 -3.682 0.20 0.11 0.13 0.340
H 4.809 5.205 -2.626 0.09 -0.23 -0.12 0.356
H 6.306 1.790 -0.244 -0.25 0.07 0.00 0.442
H 4.854 0.938 1.611 -0.05 0.09 -0.22 0.342
H 2.808 0.823 2.730 -0.39 0.12 -0.12 0.276
H -0.854 3.931 4.535 -0.08 -0.14 -0.09 0.427
H -3.106 4.971 4.297 0.07 -0.23 -0.08 0.341
H -5.926 3.394 2.377 0.09 0.12 0.10 0.338
H -5.703 4.150 3.969 0.10 -0.06 -0.20 0.313
H -5.181 5.001 2.513 -0.01 -0.21 0.07 0.314
H -4.394 1.646 1.899 0.22 0.08 0.14 0.278
H -2.137 0.602 2.128 0.04 0.10 0.09 0.587
H 1.560 3.281 0.139 0.27 -0.16 -0.01 0.428
H 2.977 4.124 -1.745 0.09 -0.32 0.33 0.361
F 1.294 -1.455 -1.269 -0.95 0.36 -1.80 -0.321
C 1.854 -2.130 -0.256 0.86 -0.81 3.03 -0.037
S 0.648 -2.880 0.868 1.91 0.43 -1.79 1.192
C 0.089 -4.442 0.148 -0.41 -0.12 0.29 -0.007
C 0.633 -5.650 0.594 -0.15 -0.01 -0.22 -0.102
C 0.217 -6.849 0.012 -0.02 0.26 0.01 -0.605
C -0.741 -6.845 -1.004 0.10 0.17 0.01 -0.354
C -1.279 -5.634 -1.443 0.11 0.08 0.14 -0.594
C -0.881 -4.429 -0.858 0.21 -0.20 0.00 -0.376
O 1.357 -3.246 2.071 -0.37 -0.01 -0.02 -0.675
O -0.486 -1.985 0.864 -0.09 -0.22 0.16 -0.634
S 3.208 -3.174 -0.776 -2.01 0.74 0.17 1.394
C 3.990 -2.194 -2.055 0.02 0.40 -0.02 -0.054
C 3.603 -2.322 -3.392 0.18 0.16 0.16 -0.356
C 4.205 -1.505 -4.351 0.03 -0.09 0.19 -0.494
C 5.170 -0.569 -3.973 -0.08 -0.05 0.12 -0.557
C 5.527 -0.434 -2.630 0.01 -0.17 0.01 -0.454
C 4.945 -1.255 -1.667 -0.17 -0.04 -0.20 -0.255
O 4.142 -3.319 0.318 0.07 -0.39 -0.35 -0.722
O 2.669 -4.330 -1.472 0.80 -0.56 -0.14 -0.673
H 1.381 -5.647 1.385 -0.18 0.10 -0.21 0.387
H 0.655 -7.787 0.352 -0.13 0.18 -0.07 0.346
H -1.058 -7.784 -1.460 0.08 0.24 0.11 0.348
H -2.012 -5.619 -2.249 0.10 -0.04 0.18 0.348
H -1.306 -3.481 -1.185 0.12 -0.21 0.11 0.369
H 2.845 -3.053 -3.669 0.18 0.15 0.16 0.406
H 3.912 -1.607 -5.396 0.10 0.05 0.21 0.365
H 5.650 0.058 -4.724 -0.15 -0.11 0.14 0.379
H 6.261 0.307 -2.321 -0.11 -0.11 -0.17 0.334
H 5.211 -1.183 -0.614 -0.07 0.01 -0.22 0.410
```
Positions in Å, forces in eV/Å.

=====

# 3
Entry from the OMol25 dataset: a structure of composition C22H33N6O2PbS5 (the ωB97M-V functional and the def2-TZVPD basis).

Results
HOMO-LUMO gap ... 0.279 hartree
Relative energy (zero: lowest compared OMol25 entry of this formula, charge and spin) ... 0.00 kJ/mol
LUMO ... -3.309 eV
Total charge ... +1

Geometry as XYZ:
```
69
Properties=species:S:1:pos:R:3:forces:R:3:mulliken_charge:R:1
Pb 0.572 -0.294 0.015 0.12 -0.06 -0.02 0.925
C 0.987 2.693 4.989 0.00 0.00 0.02 -0.764
C 0.322 1.325 5.039 0.00 0.03 -0.01 -0.757
S 0.230 0.495 3.423 0.00 -0.02 0.04 -0.229
C -1.531 0.501 3.002 0.00 -0.03 0.02 -0.353
C -2.092 1.766 2.362 0.00 0.00 0.00 -0.844
S -1.199 2.337 0.885 0.03 0.01 -0.04 0.164
C -0.474 3.917 1.406 -0.03 0.01 0.02 -1.067
C 0.666 3.872 2.418 -0.01 0.00 0.00 -0.409
S 0.036 3.964 4.126 0.01 -0.01 0.00 -0.137
H 1.987 2.633 4.558 0.00 0.00 0.00 0.347
H 1.107 3.061 6.010 0.00 0.00 0.00 0.455
H -0.692 1.401 5.429 0.00 0.00 0.00 0.331
H 0.885 0.663 5.699 0.00 0.00 0.00 0.479
H -2.102 0.260 3.901 0.01 0.00 0.00 0.669
H -1.656 -0.347 2.325 0.00 0.02 0.05 0.006
H -2.104 2.592 3.070 0.00 -0.01 0.00 0.455
H -3.117 1.563 2.050 0.00 -0.01 0.00 0.520
H -1.284 4.559 1.756 0.00 0.01 0.00 0.539
H -0.127 4.359 0.470 0.01 -0.01 -0.01 0.410
H 1.325 4.727 2.256 -0.01 0.00 0.00 0.580
H 1.248 2.959 2.305 0.01 0.00 -0.01 0.024
N 0.829 1.594 -1.802 -0.06 -0.03 0.01 -0.423
C 1.870 2.606 -1.510 0.01 0.01 -0.01 -0.145
C 3.161 2.017 -0.956 -0.01 -0.01 0.00 -0.156
C 4.042 1.242 -1.936 0.00 0.01 -0.01 -0.923
C 3.488 -0.063 -2.497 0.00 0.00 0.02 -0.649
N 2.997 -0.945 -1.426 -0.03 0.02 0.03 -0.274
H 1.023 1.140 -2.687 0.01 0.01 0.00 0.179
H -0.072 2.052 -1.912 -0.01 -0.01 0.02 0.254
H 1.452 3.283 -0.766 -0.01 0.00 0.02 -0.157
H 2.089 3.205 -2.400 -0.01 0.01 0.00 0.396
H 2.935 1.402 -0.078 0.00 0.00 0.00 -0.163
H 3.752 2.855 -0.580 0.00 0.00 0.01 0.508
H 4.986 1.017 -1.430 0.00 0.01 0.00 0.345
H 4.305 1.890 -2.777 0.00 0.00 0.00 0.336
H 4.274 -0.539 -3.089 0.00 0.00 0.00 0.440
H 2.663 0.117 -3.191 0.00 0.00 0.00 0.239
H 3.731 -1.075 -0.733 0.00 0.00 0.00 0.236
H 2.803 -1.870 -1.795 0.01 0.00 0.01 0.214
S 0.019 -1.463 -2.800 -0.04 -0.06 -0.01 -0.088
C -1.666 -1.008 -2.985 0.00 0.00 0.01 0.689
C -2.112 -0.896 -4.299 0.00 0.00 0.00 -0.752
C -3.385 -0.425 -4.579 0.00 -0.02 0.00 0.341
C -3.818 -0.296 -5.940 -0.02 0.04 0.01 -0.265
N -4.145 -0.181 -7.034 0.01 -0.02 0.00 -0.442
C -4.225 -0.086 -3.507 -0.01 -0.01 -0.01 0.536
C -3.787 -0.215 -2.200 0.01 0.00 0.01 -0.857
C -2.500 -0.675 -1.898 -0.01 0.00 -0.04 0.464
S -2.067 -0.857 -0.221 0.03 0.06 -0.08 -0.385
C -5.552 0.409 -3.750 0.01 0.02 -0.02 -0.343
N -6.609 0.819 -3.928 -0.01 -0.01 0.01 -0.444
H -1.459 -1.179 -5.114 0.00 0.00 0.00 0.539
H -4.452 0.054 -1.391 0.00 0.00 0.00 0.532
C 0.740 -5.066 2.143 0.00 -0.02 -0.01 -1.545
C 0.423 -3.816 1.388 -0.04 0.01 -0.03 0.109
N 0.414 -2.653 1.915 -0.02 0.05 0.02 0.270
O 0.760 -2.691 3.242 0.00 -0.03 0.01 -0.457
C 0.046 -3.875 -0.049 0.05 -0.01 0.00 0.563
C -0.717 -5.049 -0.567 -0.01 -0.01 0.01 -1.569
N 0.401 -2.872 -0.749 -0.02 -0.02 0.07 0.104
O -0.017 -2.969 -2.095 0.01 0.04 -0.01 -0.271
H 1.664 -4.932 2.703 0.00 0.00 -0.01 0.448
H 0.841 -5.919 1.477 0.00 0.00 0.00 0.404
H -0.045 -5.277 2.872 0.00 0.01 0.00 0.338
H 0.641 -1.771 3.547 -0.02 0.05 -0.09 0.291
H -1.272 -5.524 0.239 0.00 0.00 0.00 0.409
H -0.034 -5.787 -0.994 0.00 0.01 -0.01 0.369
H -1.401 -4.735 -1.352 -0.01 0.00 0.00 0.413
```
Positions in Å, forces in eV/Å.

=====

Computed values of E (unit: Ha) for the preceding records, in sequence: -324.681892; -2957.787102; -3520.638252.
Computed values of F_max (unit: eV/Å) for the preceding records, in sequence: 1.5; 3.2; 0.1.